Record 1
Here is a single C5H7NO molecule from OMol25. Energies are from ωB97M-V/def2-TZVPD.

The geometry in ORCA input format:
```
! RIJCOSX wB97M-V def2-TZVPD def2/J DEFGRID3
* xyz 0 1
N -1.9432 -0.8224 1.6353
C -1.2744 -0.3670 0.6523
O -1.0742 0.9547 0.3910
C -0.1875 1.0985 -0.7212
C 1.1539 0.4753 -0.3578
C 0.8629 -1.0376 -0.2519
C -0.5812 -1.3803 -0.1443
H -2.1715 -0.0907 2.3106
H -0.1773 2.1465 -1.0144
H 1.5291 0.9112 0.5742
H 1.8947 0.6800 -1.1358
H 1.2359 -1.4932 0.6795
H 1.3480 -1.5937 -1.0594
H -0.6151 0.5186 -1.5581
*
```

The maximum force is 0.36 eV/A. As for the orbital gap (spin up / spin down): 8.1 / 8.1 eV. For the LUMO energy (spin up / spin down), the calculation gives -0.7 / -0.7 eV. For the energy, the calculation gives -8831.94435 eV.

***

Record 2
Here is a single C2H6F6N2P2 molecule at a distorted geometry from OMol25. Energies are from ωB97M-V/def2-TZVPD.

The geometry in ORCA input format:
```
! RIJCOSX wB97M-V def2-TZVPD def2/J DEFGRID3
* xyz 0 1
F -1.1450 -2.5091 -0.1149
F 1.2089 -2.5348 -0.0156
F 0.2362 -1.2129 -2.0062
F -0.2935 2.0566 1.1398
F -1.5203 0.0468 2.3013
F 0.7969 0.2327 2.6317
N -1.1281 -0.2922 0.1319
N 1.0503 -0.3223 0.5025
C -1.7886 0.4662 -0.9135
C 1.9564 0.5835 -0.1578
P 0.0527 -1.4202 -0.3804
P -0.2217 0.4227 1.3874
H -2.2799 -0.1758 -1.6348
H -1.0704 1.1216 -1.4283
H -2.5498 1.0905 -0.4189
H 2.6283 0.0136 -0.8055
H 1.4671 1.3623 -0.7585
H 2.6005 1.0709 0.5397
*
```

The maximum force is 3.36 eV/A. As for the orbital gap: 9.5 eV. For the LUMO energy, the calculation gives 0.4 eV. For the energy, the calculation gives -40037.83224 eV.

***

Record 3
Here is a single C7H13NO molecule at a distorted geometry from OMol25. Energies are from ωB97M-V/def2-TZVPD.

The geometry in ORCA input format:
```
! RIJCOSX wB97M-V def2-TZVPD def2/J DEFGRID3
* xyz 0 1
C 1.8720 0.3594 -0.3719
C 0.4631 -0.1969 -0.7640
C 0.2679 -0.1025 -2.2641
C -0.4559 0.8547 -1.3909
O -0.3770 1.8979 -0.4660
C -0.9326 1.1271 0.6833
C -0.3908 -0.4069 0.5525
C 0.3850 -0.8647 1.7600
N -1.5379 -1.2447 0.3965
H 2.4803 0.9918 -1.0710
H 2.5141 -0.5685 -0.1338
H 1.8695 0.9468 0.5347
H 1.1928 -0.0607 -2.8001
H -0.4294 -0.7350 -2.8456
H -1.4661 0.4751 -1.4641
H -2.0734 1.0557 0.6372
H -0.5833 1.6419 1.5848
H 0.3696 -1.9861 1.6812
H 1.3841 -0.4093 1.9710
H -0.2536 -0.5570 2.6820
H -2.3024 -0.7886 -0.2239
H -1.9960 -1.4296 1.3122
*
```

The maximum force is 2.71 eV/A. As for the orbital gap: 9.2 eV. For the LUMO energy, the calculation gives 1.0 eV. For the energy, the calculation gives -11002.53326 eV. As for the structure (SMILES): C[C@]12C[C@@H]1OC[C@@]2(C)N.

***

Record 4
Here is C21H22N6Pd as an isolated structure at a distorted geometry from OMol25. Energies are from ωB97M-V/def2-TZVPD.

The geometry in ORCA input format:
```
! RIJCOSX wB97M-V def2-TZVPD def2/J DEFGRID3
* xyz 2 1
Pd -0.6514 0.3278 0.1357
C 0.7778 -2.3595 -0.0824
N -0.5590 -1.7718 0.2792
C -0.9051 -2.0332 1.7003
C -0.2381 -1.0279 2.5825
C 0.2333 -1.3123 3.8455
C 0.7521 -0.2833 4.6199
C 0.7930 1.0006 4.1022
C 0.3162 1.2166 2.8254
N -0.1977 0.2262 2.0850
C -1.6132 -2.2306 -0.6587
C -1.5782 -1.4122 -1.9090
C -1.9504 -1.9048 -3.1419
C -2.0102 -1.0397 -4.2243
C -1.6884 0.2940 -4.0414
C -1.3078 0.7189 -2.7856
N -1.2523 -0.1144 -1.7374
C 1.8903 -1.4005 -0.4647
C 3.1065 -1.8997 -0.9065
C 4.1162 -1.0023 -1.1960
C 3.8817 0.3586 -1.0319
C 2.6381 0.7600 -0.5962
N 1.6523 -0.1111 -0.3208
H 1.1241 -2.9478 0.7687
H 0.6269 -3.0611 -0.9033
H -1.9838 -1.9174 1.8117
H -0.6591 -3.0557 1.9915
H 0.1910 -2.3258 4.2211
H 1.1235 -0.4855 5.6158
H 1.1961 1.8264 4.6708
H 0.3418 2.1959 2.3675
H -1.5226 -3.2977 -0.8698
H -2.5831 -2.0780 -0.1837
H -2.1983 -2.9521 -3.2505
H -2.3081 -1.4046 -5.1985
H -1.7266 1.0016 -4.8572
H -1.0420 1.7466 -2.5994
H 3.2588 -2.9662 -1.0175
H 5.0777 -1.3571 -1.5430
H 4.6506 1.0900 -1.2389
H 2.4096 1.8088 -0.4490
N -2.0252 2.9409 0.8461
C -1.9846 4.2715 0.6641
C -0.9741 4.5309 -0.2334
C -0.4548 3.2743 -0.5566
N -1.1045 2.3105 0.0958
H -2.6667 2.4091 1.4143
H -2.6717 4.9253 1.1768
H -0.6572 5.4917 -0.5999
H 0.3566 3.0259 -1.2224
*
```

The maximum force is 1.26 eV/A. As for the orbital gap: 8.7 eV. For the LUMO energy, the calculation gives -5.9 eV. For the energy, the calculation gives -34541.51327 eV.

***

Record 5
Here is a single C4H8N2O molecule at a distorted geometry from OMol25. Energies are from ωB97M-V/def2-TZVPD.

The geometry in ORCA input format:
```
! RIJCOSX wB97M-V def2-TZVPD def2/J DEFGRID3
* xyz 0 1
H -1.6182 1.0861 1.4725
N -1.5907 1.5932 0.5832
C -0.8536 0.9283 -0.2730
C -0.6350 -0.5696 -0.2797
C -1.6856 -1.3839 -0.1030
C 0.7888 -0.8980 -0.3969
N 1.4748 0.4029 0.3649
O 2.5479 1.2007 -0.1486
H -0.6908 1.4159 -1.2464
H -1.5862 -2.4596 -0.0115
H -2.6849 -0.9825 0.0363
H 1.1362 -1.0162 -1.4249
H 1.0654 -1.7867 0.1732
H 1.0396 1.2504 0.7650
H 3.2923 1.2191 0.4889
*
```

The maximum force is 3.56 eV/A. As for the orbital gap: 9.8 eV. For the LUMO energy, the calculation gives 0.9 eV. For the energy, the calculation gives -9300.56571 eV. As for the structure (SMILES): [H]/N=C\C(=C)CNO.

***

Record 6
Here is a 2-piece molecular cluster, C2H4FN overall at a distorted geometry from OMol25. Energies are from ωB97M-V/def2-TZVPD.

The geometry in ORCA input format:
```
! RIJCOSX wB97M-V def2-TZVPD def2/J DEFGRID3
* xyz 0 1
C 0.4302 0.1623 -0.6130
C -0.4481 -0.0164 0.4003
N 0.8831 0.6053 -1.6140
F 2.1572 -1.4575 0.3814
H -0.6968 -1.1096 0.6117
H -1.4160 0.4573 0.3586
H 0.3002 -0.0654 1.2470
H 1.8695 0.5013 -1.8973
*
```

The maximum force is 5.29 eV/A. As for the orbital gap: 8.2 eV. For the LUMO energy, the calculation gives -0.9 eV. For the energy, the calculation gives -6342.60213 eV.

***

Record 7
Here is C15H17GdIN5O5S3 as an isolated structure at a distorted geometry from OMol25. Energies are from ωB97M-V/def2-TZVPD.

The geometry in ORCA input format:
```
! RIJCOSX wB97M-V def2-TZVPD def2/J DEFGRID3
* xyz 0 8
Gd 1.3036 -1.1923 0.5859
C -2.8598 -2.2574 -1.5564
C -1.7732 -1.2692 -1.2659
N -0.5327 -1.4999 -1.3729
N -0.1291 -2.7257 -1.8419
C 1.2024 -2.8590 -2.1297
N 1.5973 -4.1113 -2.3593
S 2.2552 -1.5481 -2.2056
C -2.1071 0.1746 -1.0182
C -3.0114 0.7747 -1.8509
C -3.1396 2.1612 -1.8766
C -2.2519 2.8916 -1.1343
C -1.3344 2.2738 -0.2865
N -1.3866 0.9315 -0.1280
H -2.7388 -2.6751 -2.5592
H -3.8470 -1.8141 -1.4622
H -2.8013 -3.0816 -0.8411
H -0.6158 -3.5331 -1.4658
H 1.0376 -4.8843 -2.0310
H 2.5933 -4.2511 -2.3835
H -3.5860 0.1501 -2.5200
H -3.8734 2.6400 -2.5106
H -2.2254 3.9728 -1.1892
H 0.5662 2.4262 0.6719
I -0.2096 1.4132 4.9574
C -0.6364 1.7861 2.9282
C -0.9248 3.2096 2.7171
C -0.7266 3.8480 1.5752
C -0.2593 3.0778 0.3796
N -0.7468 0.2212 0.8538
C -0.5194 0.6869 2.1541
H -1.2535 3.7644 3.5862
H -0.9051 4.9126 1.4953
H 0.1122 3.7512 -0.3946
H -0.2461 -0.2051 2.7130
O 1.7298 -4.6497 2.5681
S 1.2426 -3.5438 1.8126
O 1.2677 -2.2120 2.5460
O 2.1138 -3.2260 0.6006
S -0.6298 -3.6893 1.1400
C 4.6115 1.6110 -0.0081
O 3.6084 0.5897 0.1488
C 2.7186 0.7344 1.1822
O 2.7120 1.6644 1.9369
H 4.9506 1.5509 -1.0384
H 5.4426 1.4146 0.6672
H 4.2053 2.5953 0.2097
*
```

The maximum force is 2.99 eV/A. As for the orbital gap (spin up / spin down): 6.2 / 6.3 eV. For the LUMO energy (spin up / spin down), the calculation gives -1.4 / -1.3 eV. For the energy, the calculation gives -94957.66520 eV.

***

Record 8
Here is C7H20AlFO3 as an isolated structure at a distorted geometry from OMol25. Energies are from ωB97M-V/def2-TZVPD.

The geometry in ORCA input format:
```
! RIJCOSX wB97M-V def2-TZVPD def2/J DEFGRID3
* xyz 2 1
Al 0.5558 -1.0171 -2.8130
F -0.3163 0.2696 -2.4600
C -4.2341 -2.8624 -0.5235
C -2.9407 -2.3566 -1.0030
C -1.7238 -3.0728 -0.8121
O -2.7134 -1.0081 -1.1941
H -4.0228 -3.2697 0.5243
H -4.6072 -3.7277 -1.1128
H -5.0146 -2.1109 -0.3741
H 0.6352 -3.3145 -2.5393
H -0.8560 -2.4626 -0.9715
H -1.5823 -3.9750 -1.3747
H -1.8036 -3.5727 0.1893
H -3.6111 -0.3987 -1.3401
C -0.1667 3.9929 3.0854
C -0.3401 3.2688 1.7934
O -1.3923 2.3211 1.5838
H 0.6080 4.6654 2.8063
H 0.1840 3.4686 3.9796
H -0.8617 4.8326 3.3429
H 0.6573 2.6432 1.6782
H -0.2776 3.8793 0.9058
H -1.3460 1.9007 2.4480
C 4.6012 0.2821 -1.5135
C 3.7652 0.0508 -0.1930
O 2.5853 0.9184 0.1068
H 4.1231 -0.0875 -2.4077
H 5.5977 -0.1938 -1.3754
H 4.7850 1.3339 -1.7027
H 4.4045 0.1258 0.6866
H 3.2140 -0.9542 -0.2393
H 2.0939 0.4311 0.8193
*
```

The maximum force is 5.17 eV/A. As for the orbital gap: 3.0 eV. For the LUMO energy, the calculation gives -11.2 eV. For the energy, the calculation gives -23017.86871 eV.

***

Record 9
Here is a single C5H7N3 molecule at a distorted geometry from OMol25. Energies are from ωB97M-V/def2-TZVPD.

The geometry in ORCA input format:
```
! RIJCOSX wB97M-V def2-TZVPD def2/J DEFGRID3
* xyz 0 1
C -1.3949 1.4494 1.1609
C -0.9974 0.2150 1.3605
N -0.5224 -0.9015 1.4608
C 0.4264 -1.1802 0.4024
C 1.4528 -0.0658 0.4183
N 1.2391 0.8262 -0.4725
N 0.3200 0.5117 -1.3782
C -0.2746 -0.8937 -0.9790
H -2.2805 1.7649 0.6573
H -0.8569 2.1948 1.5262
H 0.9664 -2.2209 0.5842
H 2.2805 0.0205 1.2063
H -0.2914 1.3476 -1.3580
H 0.2903 -1.5749 -1.6662
H -1.3535 -0.7440 -0.7954
*
```

The maximum force is 4.36 eV/A. As for the orbital gap: 9.6 eV. For the LUMO energy, the calculation gives 1.0 eV. For the energy, the calculation gives -9764.67744 eV. As for the structure (SMILES): C=C=N[C@@H]1C=NNC1.

***

Record 10
Here is a single C2N2 molecule at a distorted geometry from OMol25. Energies are from ωB97M-V/def2-TZVPD.

The geometry in ORCA input format:
```
! RIJCOSX wB97M-V def2-TZVPD def2/J DEFGRID3
* xyz 0 1
N 1.8527 -0.0870 -0.0120
C 0.7542 0.1714 0.0045
C -0.7131 -0.0623 0.0345
N -1.8880 -0.0065 -0.0214
*
```

The maximum force is 6.00 eV/A. As for the orbital gap: 12.4 eV. For the LUMO energy, the calculation gives -0.5 eV. For the energy, the calculation gives -5052.14717 eV. As for the structure (SMILES): N#CC#N.

***

Record 11
Here is a 3-piece molecular cluster, C22H40N4O12PS overall at a distorted geometry from OMol25. Energies are from ωB97M-V/def2-TZVPD.

The geometry in ORCA input format:
```
! RIJCOSX wB97M-V def2-TZVPD def2/J DEFGRID3
* xyz 1 1
C -0.0457 5.9907 -2.8888
C 0.5927 4.6537 -3.2460
O 2.0170 4.7663 -3.3645
C 2.6896 4.5899 -2.1848
N 2.5523 3.2224 -1.6259
C 2.0140 3.1328 -0.2503
C 3.0168 3.7252 0.7395
P 2.8391 3.2482 2.4760
O 3.1538 4.4070 3.3052
O 1.3517 2.7394 2.6459
C 0.9272 2.6473 4.0308
C -0.2893 1.7604 4.1231
O 3.8390 2.0659 2.8245
C 3.9266 0.8854 1.9905
C 2.7851 -0.1007 2.2464
C 2.9020 2.1768 -2.3222
N 2.7420 0.9191 -1.7893
C 1.5242 0.2271 -2.1875
O 0.5594 1.2646 -2.3558
C -0.6541 0.8134 -2.8030
C -1.3408 1.7307 -3.7384
O -1.1117 -0.2438 -2.4364
N 3.3936 2.3414 -3.5712
N 3.8335 1.1472 -4.2228
C 3.1471 0.7836 -5.1914
S 2.3349 0.2738 -6.3724
H 0.6967 6.7666 -2.9951
H -0.8320 6.2185 -3.5903
H -0.4674 6.0129 -1.8952
H 0.2606 4.3504 -4.2247
H 0.3056 3.8589 -2.5677
H 3.7448 4.7944 -2.3165
H 2.3261 5.2716 -1.4249
H 1.1218 3.7404 -0.2528
H 1.7067 2.1310 -0.0185
H 2.9197 4.7964 0.7426
H 4.0242 3.4588 0.4541
H 0.7092 3.6253 4.4224
H 1.7256 2.2436 4.6378
H -0.8765 2.1042 4.9613
H -0.8906 1.8587 3.2311
H -0.0428 0.7309 4.3265
H 4.8419 0.3870 2.2591
H 4.0208 1.1561 0.9442
H 1.9908 0.0359 1.5262
H 2.3946 0.1337 3.2231
H 3.1548 -1.1097 2.2452
H 3.5693 0.3505 -1.9106
H 1.6161 -0.3294 -3.1132
H 1.2162 -0.4181 -1.3827
H -2.3174 1.3250 -3.9251
H -1.4308 2.7183 -3.3112
H -0.8069 1.8010 -4.6751
H 4.0703 3.0880 -3.6766
C -1.6144 -4.7626 1.0079
C -0.8048 -3.6444 1.6021
C 0.4207 -3.2429 0.8148
O 1.2821 -2.7173 1.8394
C 0.9414 -3.3308 3.0069
O 1.5766 -3.2533 4.0050
O -0.2036 -4.0269 2.8590
H -2.0818 -4.4506 0.0770
H -0.9873 -5.6358 0.8157
H -2.3937 -5.0740 1.6983
H -1.4439 -2.7777 1.7934
H 0.2133 -2.4894 0.0670
H 0.9190 -4.0954 0.3462
C -7.8092 -7.0908 0.9259
C -6.3604 -6.6807 0.9532
C -5.9553 -5.8116 2.1198
O -4.8466 -5.0691 1.5774
C -5.0342 -4.9969 0.2328
O -4.4044 -4.3087 -0.5022
O -6.0379 -5.8112 -0.1519
H -8.0296 -7.7643 1.7531
H -8.4598 -6.2187 0.9959
H -8.0442 -7.5977 -0.0085
H -5.7162 -7.5611 0.8803
H -5.6405 -6.3775 2.9922
H -6.7352 -5.1042 2.4077
*
```

The maximum force is 1.79 eV/A. As for the orbital gap: 8.8 eV. For the LUMO energy, the calculation gives -3.8 eV. For the energy, the calculation gives -74111.64530 eV.

***

Record 12
Here is C12H17InNO6 as an isolated structure at a distorted geometry from OMol25. Energies are from ωB97M-V/def2-TZVPD.

The geometry in ORCA input format:
```
! RIJCOSX wB97M-V def2-TZVPD def2/J DEFGRID3
* xyz 1 1
In 1.7888 -3.3164 -0.3454
C -5.1005 -1.6059 -2.0581
C -5.7741 -1.2729 -3.1785
C -5.0895 -1.0794 -4.5235
O -5.7012 -0.8150 -5.6257
C -3.7327 -1.1637 -4.6290
C -2.9353 -1.6042 -3.4947
C -3.6751 -1.8201 -2.1146
O -3.0343 -2.3199 -1.1166
O -1.7221 -1.8244 -3.4924
O -7.0254 -1.1739 -2.9859
H -5.6293 -1.8461 -1.1476
H -3.1729 -0.9730 -5.5327
C 4.6800 0.4923 1.5917
O 3.8785 0.2313 0.4424
C 3.3402 1.3359 -0.2101
C 2.0923 1.9753 0.4121
N 0.9561 1.0348 0.2298
C -0.0095 1.2700 1.3053
C 0.4797 0.9064 2.7670
O 1.2689 -0.3025 2.7643
C 1.8377 -0.6454 4.0049
H 5.1930 1.4507 1.5123
H 5.3625 -0.3505 1.7011
H 4.1590 0.5946 2.5436
H 3.1637 0.8705 -1.1798
H 4.1026 2.0826 -0.4322
H 1.8464 2.9293 -0.0543
H 2.2798 2.2546 1.4489
H 0.4969 1.3533 -0.6114
H -0.9569 0.7941 1.0522
H -0.2549 2.3297 1.2362
H -0.3753 0.7330 3.4205
H 1.1142 1.6960 3.1695
H 1.1773 -0.7932 4.8594
H 2.5381 0.1288 4.3183
H 2.4334 -1.5567 3.9530
*
```

The maximum force is 5.63 eV/A. As for the orbital gap: 4.7 eV. For the LUMO energy, the calculation gives -7.1 eV. For the energy, the calculation gives -31653.69492 eV.